A structure of composition C23H31ClCuF6N2O7PS2. Source: the Open Molecules 2025 dataset; level of theory: the ωB97M-V functional and the def2-TZVPD basis.

Geometry (Å):
Cu  -0.19  -0.82  -0.34
F  4.42  -1.27  2.81
C  3.67  -1.25  1.70
F  2.65  -2.08  1.87
F  4.41  -1.68  0.68
S  3.14  0.48  1.37
O  2.45  0.46  0.11
O  4.36  1.22  1.47
N  2.24  0.85  2.61
S  0.72  0.56  2.83
O  0.09  -0.40  1.94
O  -0.03  1.75  3.11
C  0.79  -0.30  4.45
F  1.43  -1.46  4.35
F  1.40  0.45  5.37
F  -0.46  -0.54  4.87
Cl  -5.04  -0.34  2.25
C  -4.14  -0.12  0.78
C  -4.79  0.15  -0.40
C  -4.01  0.34  -1.53
C  -2.64  0.24  -1.43
N  -2.02  -0.03  -0.28
C  -2.76  -0.19  0.82
H  -5.87  0.22  -0.44
H  -4.47  0.56  -2.49
H  -1.99  0.38  -2.29
H  -2.22  -0.38  1.74
C  2.57  5.38  -0.05
C  2.11  3.94  -0.07
O  0.68  3.93  -0.10
P  -0.11  2.50  -0.27
O  -1.61  3.16  -0.21
C  -2.20  3.49  1.04
C  -2.55  4.96  1.06
O  -0.04  2.26  -1.87
C  -0.45  3.20  -2.86
C  0.75  3.88  -3.49
H  3.66  5.42  -0.03
H  2.19  5.89  0.84
H  2.22  5.92  -0.93
H  2.47  3.41  0.82
H  2.51  3.42  -0.94
H  -1.52  3.25  1.87
H  -3.10  2.88  1.16
H  -1.65  5.56  0.95
H  -3.04  5.22  2.00
H  -3.22  5.20  0.23
H  -1.13  3.93  -2.43
H  -1.00  2.63  -3.62
H  1.25  4.51  -2.75
H  0.42  4.50  -4.32
H  1.46  3.14  -3.85
C  -0.05  -3.76  -2.89
C  0.82  -3.56  -1.63
C  2.25  -4.06  -1.94
C  0.85  -2.08  -1.33
C  0.24  -4.43  -0.51
C  -0.21  -3.90  0.70
C  -0.75  -4.71  1.70
C  -0.84  -6.08  1.51
C  -0.39  -6.63  0.32
C  0.14  -5.82  -0.67
H  0.38  -3.20  -3.73
H  -1.06  -3.38  -2.71
H  -0.12  -4.82  -3.18
H  2.67  -3.47  -2.75
H  2.27  -5.12  -2.24
H  2.89  -3.95  -1.06
H  1.52  -1.60  -2.06
H  -0.12  -2.84  0.86
H  -1.09  -4.26  2.62
H  -1.25  -6.72  2.29
H  -0.45  -7.70  0.16
H  0.48  -6.28  -1.59

Calculated values
Orbital gap (spin up / spin down)   5.57 / 6.88 eV
Relative energy (zero: lowest compared OMol25 entry of this formula, charge and spin)   0.000 eV
Spin multiplicity   2
Charge   -1
HOMO (spin up / spin down)   -3.19 / -4.51 eV
LUMO (spin up / spin down)   2.371 / 2.369 eV
<S²>   0.7552